Record 1
47
Properties=species:S:1:pos:R:3:forces:R:3 method="wB97M-V/def2-TZVPD" orbital_gap_ha=0.281 relative_energy_kcal_mol=0.00 smiles=Cc1cccc(-c2ncc3ccc(B4OC(C)(C)C(C)(C)O4)cn23)n1 lumo_ev=0.45
N 0.92073 -1.75753 -4.43939 -0.523 1.539 0.483
N -0.38221 1.30794 -2.92629 0.284 -0.183 -0.809
O 0.61483 -1.65641 2.72036 -0.628 1.637 -1.518
O -0.11914 0.37727 1.65223 1.073 -1.871 -0.115
B 0.45517 -0.90951 1.52286 0.316 -0.248 0.162
C 0.50610 -0.86430 -3.54274 -0.876 0.301 0.398
C 1.34162 -2.79364 -3.74572 0.021 -1.408 1.026
C 1.29457 -2.84084 -0.02352 0.835 -0.390 0.202
C 1.49105 -3.36473 -1.24815 -0.730 -0.337 -0.112
C 0.82497 -1.51525 0.13680 -0.942 0.173 0.268
C 0.40192 -0.84244 -0.95844 0.409 0.991 -0.222
C 1.16083 -2.57903 -2.37478 0.718 -1.607 -0.781
C -0.00556 0.43912 -3.90316 0.237 1.074 0.702
C -0.65019 2.55818 -3.32192 0.369 -0.045 0.421
C 0.08514 0.81690 -5.22913 -0.184 -0.055 -1.179
C -0.65460 2.96206 -4.63546 0.114 0.467 -0.969
C -0.28809 2.08269 -5.63276 -0.154 -0.132 0.189
N 0.59423 -1.34074 -2.22940 0.594 -0.061 -1.142
C -0.85517 3.61359 -2.28752 -0.110 -0.340 0.567
C -0.43392 -1.38969 4.91117 0.646 -0.384 -0.387
C 1.60647 -0.04540 4.14806 0.049 0.079 0.453
C -2.08389 -0.37190 2.76604 0.484 0.723 -0.293
C -0.90359 1.68515 3.56238 0.245 -0.344 -0.294
C 0.26686 -0.67806 3.74077 -0.139 0.078 0.608
C -0.69820 0.28273 2.94060 -1.019 0.674 1.654
H 1.65683 -3.70248 -4.23790 0.215 0.042 0.199
H 1.57564 -3.41470 0.83413 -0.094 -0.231 0.493
H 1.72650 -4.41690 -1.37928 0.371 0.274 -0.083
H 0.02619 0.15667 -0.88426 -0.334 0.219 -0.209
H 0.43955 0.12258 -5.97191 0.041 -0.288 0.096
H -0.85512 3.99609 -4.87981 -0.167 0.057 0.084
H -0.28718 2.37470 -6.68575 0.124 -0.108 0.379
H -1.74458 4.18258 -2.50684 -0.360 0.243 0.050
H -0.02837 4.31667 -2.20099 0.184 -0.064 -0.283
H -0.94568 3.12914 -1.32807 -0.216 -0.035 0.420
H -1.19132 -2.06800 4.53823 -0.378 0.151 -0.072
H 0.26163 -2.04513 5.42356 0.448 -0.033 0.022
H -0.82731 -0.73702 5.68385 -0.192 0.354 -0.198
H 1.53921 0.59233 5.04490 -0.142 -0.126 -0.383
H 2.37761 -0.80618 4.35688 -0.598 -0.009 -0.015
H 2.00849 0.53152 3.32114 -0.038 0.309 -0.112
H -1.99528 -1.35949 2.35974 0.074 -0.694 -0.150
H -2.65112 0.21386 2.04849 -0.050 0.170 -0.059
H -2.62983 -0.40876 3.68723 -0.297 -0.038 0.528
H -1.60234 2.29211 2.98779 0.056 -0.182 -0.387
H -1.36429 1.62418 4.54062 0.090 -0.274 0.369
H 0.02082 2.25007 3.64537 0.175 -0.069 0.001

Record 2
16
Properties=species:S:1:pos:R:3:forces:R:3 method="wB97M-V/def2-TZVPD" orbital_gap_ha=0.351 relative_energy_kcal_mol=65.50 lumo_ev=0.55
C 0.44735 0.71128 -2.20203 -4.215 0.639 1.072
C 0.05777 0.07562 -0.88468 5.053 0.538 0.670
C -1.07643 0.26019 -0.30813 -2.068 1.915 2.213
O -1.93876 1.34430 -0.56829 0.086 0.386 0.253
H -0.40221 0.26805 -2.73926 -0.215 1.010 -0.778
H 1.17228 0.23850 -2.71397 3.330 -1.217 -1.122
H 0.43046 1.81937 -2.31003 0.115 -0.863 0.305
H 0.93146 -0.18273 -0.14389 -1.858 -0.814 -1.672
H -1.40281 -0.12055 0.63270 0.528 -0.915 0.529
H -1.77711 1.87073 0.26558 -0.648 -0.611 -1.510
H 5.56755 -0.30807 3.05651 -0.390 0.217 -1.280
H 4.06295 -0.97497 3.52741 3.049 1.179 -0.350
O 5.02800 -0.68815 3.72912 -2.659 -1.397 1.629
H -4.28031 -0.86833 0.26498 1.446 -0.810 0.415
H -3.37157 -2.09194 -0.14230 -0.152 1.442 1.291
O -3.44862 -1.35330 0.53627 -1.400 -0.700 -1.664

Record 3
10
Properties=species:S:1:pos:R:3:forces:R:3 method="wB97M-V/def2-TZVPD" orbital_gap_ha=0.335 relative_energy_kcal_mol=53.93 lumo_ev=0.35
C -0.49770 -0.23158 -0.07038 -3.297 -1.308 0.386
C 0.81533 -0.87839 -0.26150 2.055 -0.268 0.520
O -0.58398 0.65368 1.09319 0.704 -0.403 0.353
O -1.74984 2.48316 -0.70724 -0.671 0.238 -0.219
P -0.46595 1.80442 -0.65591 0.174 -2.263 0.374
H 1.70861 -0.26320 0.18410 -1.401 -1.001 -1.111
H 0.85873 -0.94302 -1.35808 0.821 -0.210 0.264
H 0.87725 -1.92730 0.15922 0.026 1.216 -0.337
H 0.29877 0.55382 1.45308 0.242 0.398 0.943
H -1.26122 -1.25160 0.16352 1.347 3.601 -1.173

Record 4
72
Properties=species:S:1:pos:R:3:forces:R:3 method="wB97M-V/def2-TZVPD" orbital_gap_ha=0.344 relative_energy_kcal_mol=95.33 lumo_ev=-0.14
Na 0.39191 -0.33682 -0.01707 0.044 0.433 -0.099
C -1.41852 -3.72699 0.33603 -0.971 -1.146 1.148
F -1.58173 -4.95255 0.92801 0.979 1.622 -0.435
F -2.33867 -3.71648 -0.61752 0.337 0.445 -0.713
F -1.76312 -2.76598 1.22482 0.651 -0.539 -0.461
S 0.34983 -3.42645 -0.38281 2.175 -2.991 -1.156
O 0.97221 -4.74921 -0.60996 -1.642 2.474 1.230
O 0.23010 -2.71343 -1.62717 -1.042 1.408 0.658
N 1.11491 -2.45304 0.73621 -2.130 0.177 -2.350
S 1.84534 -3.39915 1.71248 5.012 -3.137 2.857
O 1.05017 -4.49860 2.17656 -0.784 0.200 0.305
O 3.20427 -3.80689 1.26265 -2.457 1.827 0.979
C 2.05535 -2.35836 3.39489 2.326 -1.851 -1.017
F 0.88662 -2.11054 3.89197 -0.517 0.775 0.202
F 2.77354 -3.07053 4.34080 -1.076 0.429 -1.417
F 2.83203 -1.28190 3.14781 -0.949 0.308 0.152
O 2.24957 1.11906 0.63787 0.436 1.155 -0.410
S 3.31888 2.09482 0.49671 0.809 0.156 1.556
O 3.41618 3.03186 -0.61557 -0.522 -1.196 1.930
O 3.43567 2.95920 1.95110 -0.218 -1.136 -2.704
C 3.31600 2.21985 3.20729 -0.935 -0.079 -0.836
C 4.37792 2.70003 4.08943 0.960 1.153 1.448
C 4.84707 1.15214 0.62898 -0.481 0.419 -0.720
H 3.40742 1.13845 3.10579 -0.225 0.019 -0.478
H 2.31432 2.44824 3.57140 0.058 -0.139 0.139
H 4.39720 3.78276 4.21363 -0.247 0.172 -0.367
H 5.38655 2.43776 3.77010 -0.099 -0.352 0.021
H 4.18036 2.36505 5.10769 0.235 -0.464 0.000
H 5.66167 1.87601 0.60535 -0.010 -0.178 0.407
H 4.92328 0.53526 -0.26643 -0.174 -0.031 0.008
H 4.76802 0.50096 1.49951 0.228 0.267 -0.004
O 1.04755 0.52334 -2.13943 -0.839 0.565 -1.946
S 0.65325 0.83714 -3.52402 1.287 -0.462 -0.395
O -0.25269 1.94513 -3.80221 0.509 -1.796 0.656
O 1.98492 1.13367 -4.40525 -1.040 -0.631 0.901
C 3.11103 1.77863 -3.80213 0.640 2.286 -0.877
C 3.72084 2.62267 -4.97196 0.096 -0.653 -0.605
C 0.28145 -0.73318 -4.48583 -0.323 1.871 0.211
H 3.76361 1.03877 -3.33862 0.048 0.087 -0.232
H 2.83742 2.54083 -3.07255 -0.449 -0.492 0.372
H 4.32762 2.00453 -5.63362 0.220 -0.049 0.132
H 4.26700 3.54240 -4.76237 0.296 -0.393 0.860
H 2.95198 3.01232 -5.63913 -0.561 -0.316 0.302
H 1.10444 -1.43906 -4.37391 -0.341 0.077 0.505
H 0.26687 -0.37489 -5.51516 0.019 0.041 0.010
H -0.72791 -1.05967 -4.23543 0.345 -0.307 0.314
O -4.46139 1.08142 -0.28260 2.446 -1.706 -1.353
S -3.50285 0.17518 -0.96672 0.536 -0.516 -0.410
O -2.10455 -0.05477 -0.46099 -3.976 0.614 -1.228
O -4.22155 -1.32019 -1.05241 1.952 1.960 0.548
C -5.56323 -1.35006 -1.47878 -1.942 -1.588 1.375
C -6.25548 -2.45965 -0.61696 0.417 0.237 -1.322
C -3.44277 0.46252 -2.87019 -0.194 0.358 1.176
H -5.65906 -1.60194 -2.53494 0.258 0.188 -0.089
H -6.15450 -0.47072 -1.22330 0.621 0.492 -0.286
H -5.92838 -3.46189 -0.89375 0.273 0.066 0.039
H -7.30709 -2.41348 -0.89995 -0.189 0.012 0.542
H -6.04646 -2.30191 0.44113 -0.332 0.118 -0.103
H -2.47903 0.87759 -3.16516 0.114 -0.272 0.305
H -4.19828 1.17427 -3.20294 -0.145 0.043 0.552
H -3.68342 -0.49832 -3.32514 0.398 -0.012 0.229
C -3.26672 2.17511 3.13051 0.391 0.301 -0.417
C -3.69625 0.70682 3.01791 0.353 0.143 0.086
O -2.49782 -0.05995 3.25207 2.160 -0.304 -0.625
S -1.09153 0.84928 3.19374 -0.651 1.245 2.656
O -0.63406 1.17660 1.84578 -0.726 -1.162 1.893
O -0.11035 0.45490 4.25545 -3.355 0.994 -3.552
O -1.97883 2.16569 3.76039 1.453 -1.071 0.124
H -4.00953 2.68283 3.74577 0.506 0.273 0.172
H -3.08142 2.74420 2.21952 -0.690 -0.412 -0.392
H -4.17948 0.42087 2.08366 0.389 0.181 -0.105
H -4.38772 0.47846 3.82897 0.254 -0.210 0.107

Record 5
13
Properties=species:S:1:pos:R:3:forces:R:3 method="wB97M-V/def2-TZVPD" orbital_gap_ha=0.372 relative_energy_kcal_mol=27.81 smiles="C=CC=O.C" lumo_ev=0.02
C 1.64464 -0.57341 1.52478 0.012 -0.010 0.002
C -0.25278 1.30059 -0.85357 -0.132 -0.065 -0.018
C -1.43935 0.69555 -0.89320 0.210 0.162 0.012
C -1.53569 -0.77386 -1.08443 0.298 -0.279 -0.041
O -0.57625 -1.51323 -1.14790 -0.473 0.324 0.019
H 2.52132 -0.84520 0.93080 -0.130 0.033 0.093
H 1.72541 -1.02361 2.51766 -0.018 0.065 -0.160
H 1.59901 0.51429 1.62479 -0.005 -0.153 0.000
H -0.15545 2.37320 -0.71279 -0.051 -0.157 -0.024
H 0.65726 0.71633 -0.96433 -0.136 0.076 0.014
H 0.74595 -0.93819 1.02052 0.170 0.054 0.100
H -2.36998 1.24915 -0.79256 0.119 -0.075 -0.012
H -2.56410 -1.18160 -1.16977 0.135 0.024 0.015

Record 6
8
Properties=species:S:1:pos:R:3:forces:R:3 method="wB97M-V/def2-TZVPD" orbital_gap_ha=0.301 relative_energy_kcal_mol=3.39 lumo_ev=-1.29
C -1.17556 -0.29262 0.26237 2.745 0.264 -1.427
N -0.33656 0.37069 0.95455 0.870 0.469 1.352
O -1.08227 -0.70390 -0.94925 0.348 0.777 -1.907
S 1.30034 0.81953 -1.43908 0.526 0.191 -0.604
S 1.12466 0.93136 0.48561 -0.060 0.455 0.183
Cl 2.55305 -0.39237 1.42592 -0.705 0.035 -0.317
H -2.00495 -0.62026 0.71825 -3.245 -0.998 1.890
H -0.37871 -0.11243 -1.45838 -0.478 -1.192 0.828

Record 7
14
Properties=species:S:1:pos:R:3:forces:R:3 method="wB97M-V/def2-TZVPD" orbital_gap_ha=0.343 relative_energy_kcal_mol=89.93 lumo_ev=0.74
O -0.65642 -1.56122 1.02572 -0.266 -0.187 -0.238
C -0.96758 -1.06465 -0.17923 -0.642 0.044 0.350
C -1.17373 0.43919 -0.01271 -0.158 -0.080 0.047
C 0.07072 1.10366 -0.64431 0.039 -0.165 -0.044
C 1.16314 0.06477 -0.37917 0.096 -0.066 -0.493
O 1.56116 -0.00926 0.96390 -0.028 -0.118 0.065
H -0.46628 -2.50701 0.91795 -0.197 0.165 0.065
H 0.66545 -0.88826 -0.74407 0.784 0.336 0.165
H -2.10742 0.70475 -0.51996 0.156 0.045 0.084
H -1.25380 0.71583 1.04562 -0.012 -0.033 -0.055
H -0.04439 1.22556 -1.72787 -0.067 -0.104 0.162
H 0.29043 2.09352 -0.22027 -0.037 -0.335 -0.041
H 2.05856 0.14141 -0.99080 0.120 0.341 0.023
H 0.86015 -0.45829 1.46518 0.210 0.157 -0.090

Record 8
13
Properties=species:S:1:pos:R:3:forces:R:3 method="wB97M-V/def2-TZVPD" orbital_gap_ha=0.360 relative_energy_kcal_mol=2.24 smiles="[H]/N=C/NC.S" lumo_ev=0.97
C 1.71260 0.91149 -0.57831 0.517 -0.940 0.294
N 0.46647 0.41083 -0.02806 0.304 0.939 -0.211
C 0.46164 -0.46941 1.00003 0.027 -0.435 -0.524
N -0.58432 -1.05175 1.43881 -0.077 -0.368 -0.398
H 1.56973 1.78998 -1.19939 -0.114 0.073 0.147
H 2.41384 1.11608 0.23272 -0.101 0.367 -0.050
H 2.20495 0.12887 -1.17314 -0.070 0.218 -0.209
H -0.33362 0.55387 -0.62389 -0.355 -0.304 0.396
H 1.47667 -0.68046 1.35603 -0.041 0.005 0.084
H -0.32395 -1.85456 2.00519 -0.066 0.428 0.413
S -2.99064 0.33019 -0.70512 -0.057 -0.225 -0.034
H -3.65541 -0.43597 -1.57855 -0.039 0.117 -0.122
H -2.41796 -0.74916 -0.14632 0.072 0.126 0.214